181
Properties=species:S:1:pos:R:3:forces:R:3 method="wB97M-V/def2-TZVPD" gap_ev=9.0 total_charge=0 de_lowest_kcal_mol=76.4 homo_energy_ev=-8.8 molar_mass_g_mol=998.39 lumo_energy_ev=0.16
O 3.92616 4.28242 0.81799 0.648 0.361 -0.499
O 3.78683 -2.28003 -3.50494 -0.351 -0.190 1.120
O 2.87003 -5.31356 1.31542 1.033 -0.352 0.993
O 5.70148 -1.47644 0.95269 0.298 -0.036 -1.287
O -1.49442 -3.51550 3.80653 0.363 -0.671 -0.392
O -0.91981 1.87685 -4.95558 -0.584 0.461 -1.815
O -1.60089 2.23868 2.51392 0.213 1.449 0.425
O 1.61631 -0.34808 8.21035 0.465 0.047 0.666
O -1.60832 7.03636 -3.03826 -1.073 1.110 -0.369
O -8.52391 1.74636 -1.19844 -0.990 -2.111 -0.562
O -1.94625 3.81487 -3.24600 -1.100 0.967 -0.579
O 4.42276 1.07154 7.83907 0.292 1.063 0.593
O -1.37040 -1.08368 -1.11161 1.098 -1.300 -0.608
O 1.07215 0.67386 -0.22136 0.341 -0.336 2.044
O -3.78619 -0.72720 -2.38433 -0.715 -1.446 -0.182
O 0.38326 -3.04160 -5.24117 0.458 -0.686 0.105
O 2.12053 3.78802 -1.32759 0.312 2.172 0.468
O 5.12086 2.45313 5.61114 0.247 0.111 -0.461
O -1.45314 -1.88659 -7.14635 0.072 0.731 0.059
N 8.09024 -1.83968 -0.82034 -0.206 -0.483 -0.041
N -5.78203 -2.89430 -0.10476 -1.250 0.497 -0.585
N -0.03515 -5.31781 1.02001 -1.540 -0.053 -0.087
N 1.11675 3.22731 1.83507 -0.645 -1.471 -1.551
N -5.12072 3.21176 -0.88870 0.944 1.270 -1.311
N -2.21154 -0.80018 4.24250 0.196 -0.825 -0.616
N 1.20583 0.18243 -2.90306 -2.679 0.321 0.347
C 5.97883 -0.61790 -0.17014 1.525 0.201 1.766
C -3.26910 -1.81222 4.01429 0.499 -0.545 0.445
C 4.49532 -3.27447 -2.78455 0.878 0.372 0.173
C 2.36048 -0.09333 7.04574 0.782 1.235 -1.117
C -2.78919 -3.16705 3.34120 0.504 1.400 0.201
C 4.14265 -4.91244 1.90615 -0.620 -0.542 -0.129
C -5.77807 1.37393 0.35743 -1.343 -1.652 -1.295
C 2.54090 -1.77251 -2.84734 2.413 -1.541 -2.661
C -0.73484 6.03091 -2.68731 -1.024 -2.774 0.810
C -1.42404 -3.97922 5.13554 -0.149 0.324 0.635
C 2.13207 -4.35106 0.53920 2.577 -0.258 0.483
C 3.40687 4.47241 -1.50424 0.415 -1.063 -1.265
C -1.33127 2.41520 -6.27359 0.402 -0.472 1.177
C 3.42180 0.63608 -3.14508 3.135 0.117 1.411
C 7.54926 -0.58050 -0.42268 -2.231 2.487 -1.327
C 4.22966 2.22228 4.55182 -0.635 -0.454 -0.122
C -3.00550 2.20780 2.71078 0.634 -0.906 0.598
C -4.85243 -1.62432 -1.99347 -0.385 0.133 -0.470
C 4.40599 3.99442 -0.50143 -0.912 -1.166 1.588
C -1.12791 -0.21491 -0.04260 -0.655 -1.176 1.112
C 0.92018 -5.04255 -0.04544 0.056 0.602 0.829
C 0.27167 -4.23246 -1.17627 -0.440 -0.085 1.143
C 0.34040 -0.35393 0.48058 -0.616 1.732 -1.398
C -7.50674 2.71588 -1.11178 0.059 -0.430 -1.056
C -3.94993 -0.23271 -3.71171 0.734 0.345 0.017
C -8.54985 0.86388 -2.37890 0.143 0.859 0.547
C 3.93628 -0.03353 7.17774 -1.944 -2.265 -0.362
C -0.86937 -2.50533 -4.89945 -1.399 1.134 -1.132
C 2.38606 -0.37541 -3.43336 0.029 0.423 -0.151
C 0.49094 3.28098 3.13822 -0.197 0.182 -1.450
C -6.06918 2.15898 -1.00191 -1.120 -0.749 2.296
C -4.45275 -1.21406 3.29449 -0.231 -0.811 0.136
C -1.07969 -1.30910 -5.89751 -0.115 -0.847 1.108
C 7.72323 0.49729 -1.55466 0.505 -0.681 -0.320
C 4.44185 -1.20376 1.48011 -0.489 -0.481 0.645
C -1.55516 4.71664 -2.23480 2.894 0.121 1.280
C -3.74166 -3.67433 -1.09120 1.214 -2.027 0.477
C -1.01705 3.43924 3.12322 0.108 -1.595 -0.014
C 1.15332 4.46334 3.71973 0.802 0.357 2.301
C -4.58474 -2.51619 -0.77535 1.807 2.229 -0.592
H -4.22960 -1.16721 2.22861 -0.079 0.304 -0.157
H -0.82535 -2.57825 -7.36792 0.275 0.049 0.014
H -1.34557 4.34495 2.61345 -0.044 0.066 -0.256
H -3.79595 -0.90556 -4.55530 -0.238 -1.038 0.436
H 0.68592 2.32123 3.61673 0.290 0.141 0.395
H 3.59167 0.74469 -2.07390 -0.429 -0.166 0.516
H -0.49738 -4.88342 -1.59210 0.096 0.160 -0.482
H 1.22346 4.31287 4.79701 -0.256 0.645 0.366
H -1.27779 3.51027 4.17918 -0.634 -0.051 0.144
H -9.38488 0.16407 -2.41181 -0.034 -0.095 1.357
H 0.64698 5.39814 3.47920 0.051 0.027 0.032
H -5.73747 -1.01250 -1.81877 -0.187 0.308 0.261
H 2.84586 -3.98509 -0.19881 -0.068 0.074 -0.732
H 1.11949 0.32467 -1.11434 0.214 0.281 -1.244
H 2.62138 -2.02943 -1.79111 -0.194 0.998 0.303
H -0.25197 -3.37953 -0.74452 -0.034 0.236 -0.061
H 2.02745 -3.51027 1.22494 -1.189 0.346 -0.143
H 0.26208 -5.59382 1.94498 0.917 -0.259 -0.390
H 3.74871 4.17790 -2.49647 0.262 0.170 -0.241
H -7.74454 3.35233 -0.25944 0.003 -0.180 0.244
H 4.89920 -4.65620 1.16448 -0.160 0.173 -0.243
H 3.43240 5.56186 -1.48082 -1.356 -0.002 0.140
H 4.26854 -0.94575 7.67330 -0.047 -0.232 0.208
H 5.43673 -3.46883 -3.29843 -0.258 -0.172 -0.610
H 7.39540 -2.17181 -1.47379 0.166 -0.487 -0.657
H -3.57554 -4.20123 -0.15158 0.363 0.067 0.250
H -3.53920 -2.13402 5.02006 -0.399 0.199 0.167
H -2.42335 6.59439 -3.28725 -0.185 0.458 -0.192
H -0.12740 5.75236 -3.54843 0.418 -0.142 0.161
H -4.16734 -4.49212 -1.67267 -0.554 0.398 -0.551
H 0.44087 -0.45059 -3.08797 -0.504 -0.403 0.309
H 0.93720 0.95278 -3.49845 -0.063 0.664 0.126
H 4.41946 -0.21835 1.94549 -0.063 0.119 0.225
H -1.42874 -3.11494 5.79969 -0.151 -0.020 0.371
H 1.79956 -2.41287 -3.32531 -0.606 0.174 0.399
H 0.81776 2.35816 1.41638 0.342 -0.595 -0.453
H 4.54751 -5.72261 2.51263 -0.326 -0.710 -0.572
H 8.76515 0.46794 -1.87348 0.230 0.460 0.380
H -5.43346 3.81987 -0.14540 0.205 0.219 0.200
H -3.10061 0.43544 -3.85426 -0.426 0.709 0.131
H -3.47657 -3.99972 3.49039 -0.306 0.093 0.218
H 7.23143 0.32424 -2.51189 -0.596 -0.707 0.117
H -2.22636 -4.65925 5.42180 -0.431 0.080 -0.226
H -1.77752 -0.47768 0.79230 -0.336 -0.364 0.459
H 2.26738 -0.39287 -4.51674 0.379 -0.982 -0.294
H -1.82465 -0.55765 -5.63583 -0.326 -0.467 0.106
H -8.79884 1.35235 -3.32097 0.747 0.939 -0.060
H -3.37476 1.27444 2.28581 -0.078 0.290 -0.675
H -1.54529 0.73938 -0.36389 1.224 0.823 0.411
H -4.92065 0.72431 0.18157 0.485 0.235 -0.010
H -0.66073 -4.54785 1.20950 -0.034 0.292 -0.339
H -0.89574 4.08536 -1.63920 0.557 0.343 0.157
H -5.82860 1.54717 -1.87134 -0.032 -0.159 0.069
H 0.39960 -0.27326 1.56597 -0.106 0.790 0.020
H 4.41476 0.29506 -3.43803 0.052 -0.017 -0.552
H 4.69928 2.43835 3.59220 -0.114 0.245 0.093
H -4.00332 -1.86190 -0.12577 0.184 -0.018 0.501
H 3.85229 1.20044 4.51296 0.470 -0.583 -0.084
H 0.19005 -3.95494 -5.46497 0.600 -0.150 0.061
H -6.54047 0.63831 0.61378 -0.451 0.083 0.112
H -1.63122 -3.23182 -5.18208 -0.325 -0.008 0.161
H -1.35807 -1.33506 4.31751 0.442 -0.277 0.713
H -5.15123 -2.30760 -2.78841 0.293 0.040 -0.635
H 5.44935 4.30771 -0.53792 -0.241 0.286 -0.505
H -0.53824 2.19104 -6.98699 -0.181 0.079 -0.004
H 8.10824 -0.14704 0.40662 -0.347 -0.366 0.410
H -0.15937 -0.72541 -5.87707 0.390 -0.156 -0.567
H -1.50408 3.48843 -6.19357 0.360 0.113 -0.043
H 3.01651 3.97677 0.79140 -0.582 -0.196 0.615
H -3.50006 3.10610 2.34120 -0.141 -0.040 -0.121
H -2.28574 2.00451 -6.60289 0.069 -0.418 -0.003
H 7.95790 -2.46609 -0.03919 0.247 -0.281 0.313
H 0.63694 3.86158 1.21250 0.038 0.745 -0.160
H -2.75838 -3.45338 -1.50644 -0.100 0.313 -0.032
H 4.22486 -2.00091 2.19115 0.095 0.272 0.340
H 3.82981 1.35480 8.53891 0.011 -0.062 0.115
H 7.38407 1.49972 -1.29352 0.336 -0.025 0.470
H -1.25679 2.55672 -4.36750 0.081 0.063 0.766
H -6.36297 -3.14053 -0.89341 -0.659 -1.332 -0.175
H -4.77161 -0.24940 3.68929 0.222 -0.001 -0.025
H -2.81634 4.15233 -3.47110 -0.359 -0.605 -0.620
H 4.01627 -4.22831 -2.56363 -0.611 -0.032 -0.480
H -4.32995 2.68786 -0.54188 0.783 0.820 0.059
H -4.94069 0.20222 -3.84335 0.080 0.446 0.085
H -6.24047 -2.00435 0.02906 -0.265 0.498 1.149
H -2.21432 -0.92920 -1.54235 -0.396 0.336 -0.050
H 5.38970 -0.88175 -1.04844 0.186 -0.417 -0.300
H -7.68066 3.32374 -1.99968 0.866 0.488 -0.222
H 4.33293 2.91195 -0.60643 0.721 -0.526 -0.055
H 2.02147 0.90326 6.76293 0.446 0.404 -0.623
H -0.51767 -4.53941 5.36529 0.284 0.176 -0.674
H -3.20453 2.03232 3.76798 -0.176 0.552 0.356
H 3.60597 -1.25131 0.78216 0.060 0.097 -0.654
H 4.14353 -4.16038 2.69514 -0.836 0.789 -0.373
H -1.01118 -2.32565 -3.83376 0.427 0.451 0.157
H 5.62544 0.36750 0.13351 0.159 0.448 -0.149
H 1.98155 -0.70267 6.22524 0.529 -0.585 0.132
H -2.35699 4.90735 -1.52150 -0.444 0.550 -0.374
H -5.27973 -1.91292 3.42018 -0.246 0.077 -0.210
H 4.38632 -0.08172 6.18616 -0.131 0.204 -0.120
H 0.85020 -1.30092 0.30332 -0.659 -0.498 -0.484
H 1.18834 -6.00065 -0.49067 0.588 -0.034 0.217
H 2.17358 2.83272 -1.40624 0.553 -0.231 -0.029
H 3.34189 1.67830 -3.45412 -0.743 -0.242 -0.723
H -5.58608 1.98197 1.24146 -0.164 0.337 -0.344
H -0.14464 6.35185 -1.82897 0.209 -0.056 -0.157
H 3.27628 2.73789 4.66716 0.115 0.823 -0.103
H 1.46719 0.55467 8.50089 -0.543 -0.366 0.791
H -2.67714 -3.01601 2.26755 0.047 0.016 -0.171
H 0.98424 -3.83950 -1.90149 -0.088 -0.426 -0.070
H -7.62132 0.29835 -2.45710 0.011 0.059 -0.121
H 4.89224 -2.95120 -1.82223 -0.442 0.590 0.505
H 4.94327 1.81512 6.30612 0.040 0.399 0.340
H 2.19433 4.48903 3.39763 -0.182 0.195 -0.190
H -1.97057 -0.32137 3.38647 -0.519 0.524 -0.557